{
  "formula": "C30H41NO5PPtS",
  "method": "ωB97M-V/def2-TZVPD",
  "homo_ev": [-16.94, -16.94],
  "total_charge": 3,
  "elements": ["Pt", "C", "C", "O", "C", "C", "O", "C", "C", "O", "C", "C", "O", "H", "H", "H", "H", "H", "H", "H", "H", "H", "H", "H", "H", "H", "H", "H", "H", "C", "C", "S", "O", "C", "C", "H", "H", "H", "H", "H", "H", "H", "H", "H", "H", "N", "P", "C", "C", "C", "C", "C", "C", "C", "C", "C", "C", "C", "C", "C", "C", "C", "C", "C", "C", "H", "H", "H", "H", "H", "H", "H", "H", "H", "H", "H", "H", "H", "H", "H"],
  "coordinates": [[0.159000, -0.408000, 0.437700], [-1.458800, 2.256600, -0.565900], [-0.054500, 2.731200, -0.963300], [0.870900, 1.660600, -0.816200], [2.206300, 2.091600, -0.595900], [3.047800, 0.856000, -0.281200], [2.446300, 0.012500, 0.697800], [2.822400, 0.177300, 2.059600], [1.997200, 1.239800, 2.802700], [0.622800, 1.123300, 2.446900], [-0.070800, 2.362000, 2.518100], [-1.464400, 2.253500, 1.878900], [-1.502100, 1.537800, 0.655300], [-1.835400, 1.548300, -1.307500], [-2.122000, 3.127400, -0.530100], [0.252100, 3.578800, -0.336300], [-0.074400, 3.056400, -2.011200], [2.242200, 2.815800, 0.230100], [2.602100, 2.582100, -1.493600], [4.045900, 1.169100, 0.032100], [3.128500, 0.235600, -1.178700], [3.882600, 0.440900, 2.140500], [2.665300, -0.804200, 2.516000], [2.360100, 2.244000, 2.551800], [2.117000, 1.094100, 3.884700], [0.525900, 3.142400, 2.027200], [-0.202200, 2.647700, 3.569600], [-1.859100, 3.265200, 1.749500], [-2.120800, 1.694100, 2.552600], [3.270000, -4.987300, -1.189400], [1.947400, -4.513300, -1.747100], [1.981400, -2.664500, -1.948700], [1.231000, -2.169600, -0.743500], [0.847200, -2.384400, -3.382100], [-0.572900, -2.786900, -3.056500], [3.251600, -6.068800, -1.070200], [3.474200, -4.551600, -0.215000], [4.084800, -4.750300, -1.868400], [1.117100, -4.733000, -1.077400], [1.770100, -4.944400, -2.730900], [1.266100, -2.938500, -4.219400], [0.916800, -1.319300, -3.601200], [-0.666800, -3.862800, -2.929700], [-1.223200, -2.486300, -3.876300], [-0.910400, -2.282600, -2.147600], [-1.489600, -1.361000, 0.621200], [-2.114400, -2.228800, 1.794100], [-3.645500, -3.063200, 1.285900], [-3.744500, -3.530500, -0.023000], [-4.854500, -4.271600, -0.396200], [-5.862100, -4.522700, 0.525500], [-5.770400, -4.032900, 1.823100], [-4.658300, -3.298200, 2.210300], [-2.543500, -1.180300, 3.232800], [-1.898600, -1.315000, 4.454100], [-2.354700, -0.580000, 5.538000], [-3.410600, 0.306500, 5.384600], [-4.040200, 0.445500, 4.155900], [-3.606400, -0.294800, 3.066200], [-0.898500, -3.492500, 2.283300], [0.383500, -3.066900, 2.623900], [1.327300, -4.004700, 3.004300], [0.997200, -5.355600, 3.008000], [-0.279800, -5.769200, 2.662800], [-1.235600, -4.839600, 2.285900], [-2.958700, -3.299600, -0.727500], [-4.939000, -4.642800, -1.407100], [-6.733200, -5.089300, 0.230100], [-6.557800, -4.218900, 2.536700], [-4.581900, -2.920200, 3.219500], [-1.079800, -2.007600, 4.579100], [-1.885200, -0.709700, 6.501200], [-3.737400, 0.901300, 6.224300], [-4.867500, 1.130700, 4.041200], [-4.096400, -0.208900, 2.106300], [0.616300, -2.003500, 2.599400], [2.316800, -3.699900, 3.311000], [1.740000, -6.089600, 3.284100], [-0.542200, -6.815100, 2.692000], [-2.228200, -5.162900, 2.008600]],
  "forces_ev_per_angstrom": [[-0.94, -1.34, 0.31], [0.46, 0.20, -0.82], [-0.65, 0.29, 0.15], [-0.04, -0.49, 0.34], [0.46, -0.12, 0.25], [0.02, 0.47, -0.88], [-1.08, 0.09, -0.48], [-0.36, 0.12, 1.02], [0.72, -0.14, -0.18], [-0.48, -0.58, -0.59], [-0.33, 0.44, -0.20], [0.17, -0.09, 0.75], [0.63, -0.74, 0.24], [-0.02, 0.13, 0.00], [-0.01, -0.14, 0.05], [0.04, -0.13, -0.08], [0.00, 0.05, 0.19], [-0.11, -0.08, -0.09], [0.00, -0.08, 0.11], [-0.03, -0.14, 0.04], [0.07, 0.07, 0.12], [-0.12, -0.16, -0.11], [0.10, 0.10, -0.05], [-0.12, -0.10, 0.01], [0.00, 0.06, -0.18], [-0.02, -0.15, 0.01], [0.00, 0.00, -0.15], [-0.02, -0.08, -0.02], [0.09, 0.17, -0.09], [0.15, 0.02, 0.05], [-0.03, 0.54, -0.12], [0.48, -0.64, -2.06], [-1.85, 1.38, 2.78], [0.23, -0.27, 0.64], [-0.10, 0.04, 0.02], [-0.07, -0.06, -0.02], [0.07, 0.07, 0.10], [0.11, 0.03, 0.02], [-0.15, 0.12, -0.10], [-0.15, 0.10, -0.10], [0.14, -0.02, -0.05], [0.18, 0.04, 0.03], [-0.04, -0.07, 0.04], [-0.04, -0.02, -0.01], [-0.06, -0.08, -0.06], [4.13, 2.16, -3.42], [-2.66, -1.93, 4.24], [0.77, 0.60, -0.36], [-0.03, -0.07, 0.02], [0.14, 0.09, -0.09], [-0.02, 0.08, 0.11], [0.20, 0.05, -0.04], [-0.07, -0.02, 0.20], [0.40, -0.42, -0.88], [0.03, -0.02, 0.16], [0.18, -0.06, -0.03], [0.02, 0.06, 0.01], [-0.03, 0.06, -0.27], [-0.15, 0.10, 0.12], [0.06, 0.82, -0.62], [0.27, 0.03, 0.00], [0.02, 0.19, 0.05], [0.00, 0.03, 0.03], [-0.15, 0.03, 0.05], [-0.23, -0.16, -0.22], [0.03, -0.09, -0.19], [-0.01, -0.01, -0.04], [-0.03, -0.04, -0.03], [-0.07, -0.03, 0.04], [-0.04, -0.01, 0.08], [0.04, -0.08, 0.04], [0.03, 0.03, 0.08], [-0.09, -0.02, 0.09], [-0.06, 0.03, 0.01], [-0.14, 0.04, -0.04], [0.11, -0.11, 0.11], [0.07, 0.07, -0.03], [0.06, -0.03, 0.04], [-0.01, -0.10, -0.01], [-0.07, -0.03, -0.04]],
  "lowdin_charge": [1.37, -0.14, -0.14, -0.22, -0.14, -0.12, -0.26, -0.12, -0.14, -0.20, -0.14, -0.12, -0.21, 0.14, 0.15, 0.14, 0.16, 0.13, 0.16, 0.15, 0.13, 0.16, 0.13, 0.13, 0.16, 0.13, 0.16, 0.16, 0.11, -0.13, -0.34, 1.00, -0.64, -0.35, -0.13, 0.09, 0.07, 0.09, 0.09, 0.10, 0.10, 0.09, 0.08, 0.10, 0.04, -0.14, 0.92, -0.32, -0.08, -0.04, -0.02, -0.03, -0.06, -0.30, -0.05, -0.03, -0.02, -0.04, -0.11, -0.27, -0.11, -0.04, -0.01, -0.02, -0.03, 0.09, 0.12, 0.13, 0.13, 0.12, 0.11, 0.13, 0.13, 0.13, 0.12, 0.08, 0.12, 0.13, 0.13, 0.12]
}

{
  "formula": "C19H33N2OPSiZr",
  "method": "ωB97M-V/def2-TZVPD",
  "homo_ev": [-4.37, -4.39],
  "total_charge": 0,
  "elements": ["Zr", "Si", "P", "N", "H", "C", "H", "H", "H", "C", "H", "H", "H", "C", "H", "H", "H", "C", "H", "H", "H", "H", "H", "C", "C", "C", "C", "C", "C", "H", "H", "H", "H", "H", "C", "O", "C", "H", "H", "H", "C", "H", "H", "H", "C", "C", "C", "C", "N", "C", "C", "H", "H", "H", "H", "H", "H", "H"],
  "coordinates": [[-0.381668, 0.301524, 0.237783], [1.739400, 0.654421, -1.564455], [-0.115105, 0.754477, -2.940427], [-0.740857, -1.505359, -0.426359], [-0.623137, 2.309613, 1.335000], [-1.938360, 0.680279, -2.810616], [-2.375551, 0.746014, -3.818452], [-2.304454, 1.515192, -2.199938], [-2.245164, -0.259119, -2.330337], [0.140566, 2.294793, -3.870937], [-0.454830, 2.239929, -4.792910], [1.198272, 2.430630, -4.130518], [-0.194208, 3.160008, -3.281210], [0.207932, -0.619832, -4.085069], [-0.263090, -0.386044, -5.050111], [-0.224877, -1.544260, -3.680687], [1.285074, -0.764219, -4.224517], [2.587321, 2.292635, -1.228311], [2.346540, 2.679351, -0.230257], [2.339485, 3.050075, -1.980751], [3.668578, 2.097926, -1.267663], [1.500130, -0.013243, -0.190717], [2.717401, -0.221296, -2.260328], [-0.727826, -2.787064, -0.769267], [-1.799793, -4.987480, -0.726362], [-1.871495, -3.619268, -0.521656], [0.427130, -3.405213, -1.364247], [0.472626, -4.777776, -1.551375], [-0.628815, -5.578063, -1.221297], [-2.669093, -5.609193, -0.496318], [-2.766310, -3.124736, -0.131845], [1.273264, -2.758469, -1.615391], [1.375895, -5.228404, -1.957973], [-0.586493, -6.664063, -1.356502], [-1.445809, 2.734241, 0.621013], [-1.786188, 1.623774, -0.198999], [-2.682509, 3.193674, 1.385242], [-2.495533, 4.157400, 1.870886], [-3.001772, 2.473823, 2.143747], [-3.506437, 3.330412, 0.676602], [-0.885426, 3.914116, -0.176165], [-1.455210, 4.056417, -1.103529], [0.177055, 3.807640, -0.422634], [-0.997845, 4.831985, 0.414800], [1.790276, -0.983713, 6.258591], [1.413239, -0.667119, 4.848270], [2.058852, 0.353085, 4.145240], [1.646328, 0.681522, 2.862233], [0.578587, 0.062797, 2.275153], [0.013435, -1.004997, 2.917236], [0.392431, -1.365825, 4.198627], [2.831275, -1.318864, 6.335459], [1.690543, -0.094259, 6.891722], [1.148405, -1.767636, 6.668682], [2.877351, 0.913548, 4.599677], [2.152484, 1.450891, 2.266548], [-0.749529, -1.549169, 2.342226], [-0.132484, -2.187526, 4.683414]],
  "forces_ev_per_angstrom": [[0.30, -2.61, -0.98], [-2.17, 0.42, -0.77], [2.17, -0.19, -0.10], [0.42, 2.77, 0.39], [-0.75, 1.27, -0.12], [-0.36, 0.13, 0.37], [0.38, -0.11, 0.09], [0.13, -0.35, -0.24], [0.16, 0.24, -0.10], [-0.29, 0.40, -0.44], [0.08, 0.21, 0.15], [-0.32, -0.12, 0.07], [0.06, -0.24, -0.14], [-0.25, -0.20, -0.50], [0.07, -0.23, 0.13], [0.09, 0.18, -0.06], [-0.26, 0.07, 0.01], [-0.13, 0.09, -0.01], [0.06, 0.02, -0.18], [0.09, -0.08, 0.20], [-0.21, 0.12, -0.01], [1.05, -0.33, 0.78], [-0.02, -0.41, 0.24], [-0.12, -1.60, -0.36], [0.16, -0.05, -0.11], [0.66, 0.32, -0.08], [-0.65, 0.27, 0.39], [-0.37, 0.01, 0.03], [-0.05, -0.28, -0.02], [0.27, 0.13, -0.09], [0.28, -0.26, -0.10], [-0.19, -0.24, 0.13], [-0.15, 0.00, 0.04], [0.02, 0.44, 0.02], [0.05, -1.00, -0.23], [-0.86, 1.90, 0.44], [0.12, 0.02, 0.46], [-0.06, -0.18, 0.07], [0.05, 0.01, -0.15], [0.20, -0.07, 0.01], [0.23, 0.22, 0.07], [0.05, -0.17, 0.19], [-0.19, -0.11, -0.08], [0.16, -0.13, -0.15], [0.09, -0.06, 0.35], [-0.08, 0.12, -0.12], [-0.07, 0.19, -0.27], [-0.78, -0.31, 0.17], [0.58, -0.67, 0.50], [0.46, 0.57, 0.11], [-0.04, -0.09, -0.40], [-0.15, 0.04, -0.05], [0.01, -0.14, -0.07], [0.11, 0.10, -0.03], [-0.18, -0.21, -0.11], [-0.28, -0.31, 0.30], [0.21, 0.34, 0.39], [0.22, 0.15, -0.06]],
  "lowdin_charge": [1.15, 0.38, 0.67, -0.23, 0.10, -0.24, 0.06, 0.03, 0.04, -0.26, 0.05, 0.05, 0.04, -0.26, 0.05, 0.05, 0.03, -0.28, 0.00, 0.02, 0.03, -0.11, -0.04, -0.46, -0.13, -0.07, -0.07, -0.13, -0.14, 0.09, 0.09, 0.08, 0.09, 0.09, -0.58, -0.46, -0.06, 0.07, 0.08, 0.09, -0.06, 0.09, 0.05, 0.08, -0.05, -0.27, -0.03, -0.12, -0.14, -0.12, -0.02, 0.09, 0.09, 0.08, 0.12, 0.11, 0.10, 0.12]
}

{
  "formula": "C18H38OP2Ru",
  "method": "ωB97M-V/def2-TZVPD",
  "e_above_lowest_kcal_mol": 69.31,
  "multiplicity": 5,
  "homo_ev": [-14.57, -14.54],
  "total_charge": 2,
  "elements": ["P", "P", "C", "C", "H", "H", "H", "H", "C", "H", "H", "H", "C", "H", "H", "H", "C", "H", "H", "H", "C", "H", "H", "H", "Ru", "C", "C", "C", "C", "C", "C", "C", "C", "C", "H", "H", "H", "H", "H", "H", "H", "H", "H", "H", "H", "H", "H", "H", "H", "C", "C", "C", "O", "H", "H", "H", "H", "H", "H", "H"],
  "coordinates": [[-0.154166, -1.928085, -2.158734], [-0.002350, 1.601891, -2.308693], [-0.410060, -0.859292, -3.689728], [0.369880, 0.454317, -3.704748], [-1.495902, -0.686446, -3.811283], [-0.057044, -1.487138, -4.527948], [1.463979, 0.289416, -3.702880], [0.090257, 1.059976, -4.585042], [-1.485608, 2.439599, -2.972813], [-1.826818, 3.197958, -2.255821], [-2.300038, 1.732415, -3.177823], [-1.129929, 2.917873, -3.897386], [1.249571, 2.849869, -2.674228], [0.865370, 3.352129, -3.573200], [2.214183, 2.373170, -2.878484], [1.332284, 3.551925, -1.839306], [-1.209114, -3.301408, -2.668630], [-1.183272, -4.076612, -1.900968], [-0.782783, -3.680335, -3.603703], [-2.238041, -2.965583, -2.818057], [1.436748, -2.655120, -2.681257], [2.211445, -1.901281, -2.869134], [1.199826, -3.203669, -3.606833], [1.781405, -3.349937, -1.908342], [0.208153, -0.816474, 2.196305], [0.708976, 1.974273, 0.880896], [-0.559246, 1.464110, 1.100275], [-1.527520, 0.776180, 0.133368], [-1.666388, -0.758269, 0.057040], [-0.509540, -1.655959, 0.335767], [0.964272, -1.335570, 0.279307], [1.330622, -0.084344, -0.468530], [1.807522, 1.200853, 0.261782], [0.222120, -2.526061, 3.124902], [1.029218, 2.843380, 1.455066], [-1.133681, 1.952565, 1.915992], [-1.452577, 1.221543, -0.898584], [-2.537127, 1.140298, 0.408882], [-2.460264, -1.030425, 0.762829], [-2.134733, -0.961064, -0.925606], [-0.779894, -2.721319, 0.345629], [1.598600, -2.233841, 0.150557], [0.362064, 0.163014, -1.023391], [2.050556, -0.308727, -1.276631], [2.576507, 0.940664, 1.011422], [2.295467, 1.794733, -0.534857], [0.775842, -2.374860, 4.065137], [0.635906, -3.362698, 2.552879], [-0.835827, -2.725590, 3.359378], [-1.216220, 0.524816, 4.610117], [0.135341, 1.176759, 4.426291], [0.846890, 1.495516, 5.746307], [0.993463, 0.426259, 3.557930], [-1.145945, -0.314178, 5.311880], [-1.637622, 0.166186, 3.657974], [-1.899719, 1.269748, 5.038388], [-0.018401, 2.155596, 3.932720], [1.071129, 0.604001, 6.330939], [1.765890, 2.060540, 5.580373], [0.196364, 2.132732, 6.352309]],
  "forces_ev_per_angstrom": [[0.15, -0.50, -2.35], [-0.04, 1.02, -3.19], [-0.21, 0.13, 0.13], [0.00, -0.41, 0.50], [0.46, -0.06, -0.02], [-0.33, 0.19, 0.26], [-0.50, 0.03, -0.11], [0.28, -0.25, 0.19], [-0.31, 0.00, 0.58], [-0.03, -0.10, -0.30], [0.20, 0.22, 0.05], [-0.37, -0.12, 0.24], [0.40, 0.20, 0.68], [0.33, 0.00, 0.27], [-0.14, 0.23, 0.10], [0.12, 0.11, -0.32], [-0.37, -0.08, 0.31], [-0.10, -0.12, -0.17], [-0.38, -0.09, 0.15], [0.05, -0.18, 0.01], [0.23, -0.01, 0.39], [-0.15, -0.26, 0.06], [0.43, 0.16, 0.36], [0.13, -0.01, -0.29], [1.68, 3.32, 1.27], [-1.41, -1.60, 1.40], [0.06, 1.85, -0.15], [-0.70, 0.04, -0.07], [-1.41, 0.79, -0.01], [1.78, -1.17, -1.86], [-1.66, -0.39, 1.72], [0.32, 0.51, -0.32], [0.27, -0.46, -1.82], [0.24, -1.24, 0.42], [-0.11, -0.31, 0.26], [0.50, -0.01, -0.71], [0.08, -0.55, 1.06], [0.50, -0.15, 0.01], [0.11, -0.05, 0.05], [0.08, -0.15, 0.44], [0.14, 0.40, 0.45], [-0.28, 0.72, 0.34], [1.02, -0.04, 0.57], [-0.07, -0.07, 0.47], [-0.30, 0.26, -0.18], [0.22, -0.06, 0.65], [-0.11, -0.12, -0.33], [-0.03, 0.04, 0.23], [0.01, 0.00, 0.00], [-0.01, -0.06, 0.56], [0.61, 0.80, -0.19], [-0.23, 0.02, -0.11], [-0.93, -1.70, -1.12], [-0.08, 0.03, -0.17], [-0.08, 0.10, 0.07], [-0.03, -0.31, -0.16], [-0.01, -0.21, -0.01], [0.02, -0.09, -0.12], [-0.04, -0.18, -0.11], [-0.02, -0.07, -0.05]],
  "mulliken_spin": [0.35, 0.52, 0.05, 0.05, 0.00, 0.01, 0.00, 0.01, 0.05, 0.00, -0.01, 0.02, 0.05, 0.02, 0.00, 0.00, 0.03, 0.00, 0.01, 0.00, 0.02, 0.00, 0.01, 0.00, 2.22, 0.04, -0.10, 0.28, -0.02, 0.23, -0.23, 0.17, 0.02, -0.05, 0.00, -0.01, -0.10, 0.01, 0.03, -0.02, -0.02, -0.03, 0.00, 0.02, -0.01, 0.00, 0.01, 0.01, 0.01, 0.02, -0.01, 0.02, 0.32, 0.00, -0.01, 0.00, 0.01, 0.00, 0.00, 0.00]
}